Record 1
ORCA calculation (ωB97M-V with the def2-TZVPD basis set) on a molecular structure, C18H16F5N2O4Pt.

Last column: Löwdin charge in e.
Cartesian coordinates (Å):
Pt -0.94 -0.98 -0.81  1.23
O 3.52 -1.22 -1.34  0.06
C 3.83 -0.68 -0.15  -0.26
C 5.19 -0.55 0.15  -0.02
C 5.60 0.01 1.34  -0.10
C 4.67 0.45 2.27  -0.11
C 3.32 0.33 1.98  -0.04
C 2.88 -0.23 0.78  -0.08
C 1.42 -0.32 0.50  -0.43
O 1.08 -0.93 -0.61  -0.22
N 0.59 0.21 1.36  0.08
N -0.72 0.02 0.94  -0.17
C -1.65 0.16 1.80  -0.08
C -3.05 -0.09 1.54  -0.14
C -3.92 0.12 2.63  -0.08
C -5.28 -0.13 2.55  -0.13
C -5.80 -0.61 1.35  -0.11
C -4.98 -0.83 0.27  -0.02
C -3.58 -0.57 0.31  -0.34
O -2.93 -0.75 -0.80  -0.23
H 2.54 -1.29 -1.38  0.07
H 5.91 -0.90 -0.59  0.11
H 6.66 0.09 1.55  0.09
H 4.98 0.88 3.21  0.09
H 2.57 0.66 2.68  0.10
H -1.36 0.45 2.81  0.12
H -3.50 0.48 3.56  0.10
H -5.91 0.04 3.41  0.09
H -6.85 -0.83 1.26  0.09
H -5.37 -1.21 -0.67  0.11
C 0.72 4.11 -1.62  -0.10
C 0.59 2.66 -1.17  -0.33
O -0.74 2.18 -1.26  -0.10
H 1.75 4.46 -1.49  0.07
H 0.06 4.75 -1.04  0.07
H 0.46 4.21 -2.68  0.07
H 0.86 2.56 -0.12  0.10
H 1.27 2.02 -1.74  0.11
H -1.02 2.18 -2.18  0.08
F -1.60 -1.92 -3.51  -0.01
C -1.12 -2.36 -2.28  -0.52
F -2.02 -3.35 -1.90  -0.01
C 0.16 -3.13 -2.63  -0.61
F -0.06 -4.09 -3.56  0.13
F 0.68 -3.75 -1.56  0.13
F 1.10 -2.31 -3.14  0.13

Results
* highest occupied orbital energy: -4.803 eV
* multiplicity: 1
* E: -46933.2144 eV
* relative energy (zero: lowest compared OMol25 entry of this formula, charge and spin): 43.0 kJ/mol
* lowest unoccupied orbital energy: 2.9 eV
* net charge: -1

Record 2
ORCA calculation (ωB97M-V with the def2-TZVPD basis set) on a molecular structure, C18H16IIrN2OSTe.

Last column: Löwdin charge in e.
Cartesian coordinates (Å):
Ir 0.17 -1.05 -0.38  0.80
O -1.64 -0.62 0.30  -0.39
N -2.00 -1.34 1.42  -0.16
C -3.27 -1.11 1.84  0.02
C -3.73 -1.76 2.95  0.01
C -2.88 -2.64 3.62  0.00
C -1.60 -2.85 3.17  -0.04
C -1.15 -2.17 2.03  -0.58
S 0.46 -2.38 1.38  0.69
H -3.83 -0.41 1.24  0.16
H -4.74 -1.58 3.28  0.13
H -3.23 -3.17 4.50  0.14
H -0.92 -3.53 3.66  0.13
I 0.05 -6.76 -2.47  1.02
C 0.05 -4.71 -2.82  -0.71
C -0.21 -4.18 -4.08  -0.07
C -0.18 -2.81 -4.26  -0.01
C 0.08 -2.00 -3.17  -0.12
N 0.31 -2.51 -1.95  -0.14
C 0.30 -3.84 -1.77  -0.20
H -0.42 -4.84 -4.91  0.12
H -0.36 -2.37 -5.23  0.13
H 0.12 -0.92 -3.28  0.12
H 0.50 -4.20 -0.77  0.07
C 2.49 1.81 0.69  -0.34
Te 0.51 1.10 1.05  1.53
C 0.06 2.55 -0.46  -0.34
C 0.99 3.66 -0.01  -0.32
C 0.66 5.00 -0.14  -0.02
C 1.55 5.97 0.31  -0.04
C 2.76 5.60 0.89  -0.04
C 3.08 4.26 1.03  -0.01
C 2.20 3.29 0.57  -0.32
H 2.86 1.36 -0.23  0.08
H 3.14 1.55 1.52  0.07
H -0.99 2.81 -0.45  0.08
H 0.34 2.14 -1.43  0.07
H -0.28 5.30 -0.58  0.12
H 1.30 7.02 0.21  0.12
H 3.44 6.36 1.25  0.12
H 4.02 3.97 1.49  0.13

Results
* highest occupied orbital energy: -14.261 eV
* multiplicity: 1
* E: -53003.8271 eV
* relative energy (zero: lowest compared OMol25 entry of this formula, charge and spin): 132.4 kJ/mol
* lowest unoccupied orbital energy: -7.9 eV
* net charge: +2